Run 1
C5H7Cl | the ωB97M-V functional and the def2-TZVPD basis

The value obtained for the LUMO energy (alpha / beta) is -0.1 / -0.1 eV. As for the net charge: 0. The value obtained for the HOMO-LUMO gap (alpha / beta) is 8.513 / 8.515 eV.

```
13
Properties=species:S:1:pos:R:3:nbo_charge:R:1
C -2.091 1.105 -0.711 -0.450
C 1.497 1.452 -0.202 -0.385
C -0.799 0.682 -0.704 0.037
C 0.513 1.252 -1.039 -0.172
C -0.402 -1.570 0.096 -0.495
Cl 0.759 1.541 -2.682 0.030
H -2.857 0.354 -0.419 0.215
H -2.508 2.110 -0.948 0.218
H 2.506 1.596 -0.551 0.214
H 1.412 1.209 0.887 0.212
H 0.557 -1.336 0.483 0.196
H -0.268 -2.059 -0.884 0.192
H -1.236 -1.942 0.586 0.189
```

---

Run 2
C5H7Cl | the ωB97M-V functional and the def2-TZVPD basis

The value obtained for the LUMO energy is 1.1 eV. As for the net charge: 0. The value obtained for the HOMO-LUMO gap is 10.989 eV.

```
13
Properties=species:S:1:pos:R:3:nbo_charge:R:1
C -0.691 -0.758 -0.187 -0.242
C -0.717 0.724 -0.205 -0.221
C 0.492 0.072 0.375 -0.202
C -1.698 -0.014 0.593 -0.164
C 1.825 0.000 -0.348 -0.600
Cl -3.306 0.035 -0.193 -0.088
H -0.614 -1.631 -0.877 0.248
H -0.738 1.489 -0.942 0.242
H 0.764 -0.093 1.491 0.191
H -1.891 -0.097 1.599 0.213
H 1.607 0.139 -1.333 0.203
H 2.465 -0.791 -0.038 0.221
H 2.503 0.924 0.065 0.198
```

---

Run 3
C5H7Cl | the ωB97M-V functional and the def2-TZVPD basis

The value obtained for the LUMO energy is 0.9 eV. As for the net charge: 0. The value obtained for the HOMO-LUMO gap is 11.375 eV.

```
13
Properties=species:S:1:pos:R:3:nbo_charge:R:1
C -0.319 -2.574 -0.125 -0.241
C -0.279 -1.412 0.025 -0.011
C 0.313 0.736 -1.272 -0.625
C 0.287 0.769 1.227 -0.617
C -0.357 0.192 -0.026 -0.048
Cl -2.076 0.637 0.026 -0.030
H -0.449 -3.582 0.028 0.227
H 0.608 1.720 -1.026 0.223
H 1.396 0.327 -1.404 0.224
H -0.311 0.505 -2.124 0.238
H -0.094 1.754 1.528 0.227
H -0.007 0.204 2.057 0.224
H 1.290 0.724 1.086 0.210
```

---

Run 4
C5H7Cl | the ωB97M-V functional and the def2-TZVPD basis

The value obtained for the LUMO energy is 0.8 eV. As for the net charge: 0. The value obtained for the HOMO-LUMO gap is 10.490 eV.

```
13
Properties=species:S:1:pos:R:3:nbo_charge:R:1
C 0.292 -0.860 0.049 -0.018
C -0.067 -2.110 -0.076 -0.378
C 0.042 0.550 0.472 -0.268
C 1.173 0.181 -0.394 -0.222
C -1.149 1.466 0.111 -0.596
Cl 2.866 0.217 0.089 -0.018
H 0.481 -2.918 -0.612 0.205
H -0.734 -2.622 0.621 0.203
H 0.317 0.608 1.445 0.228
H 1.051 0.397 -1.760 0.215
H -1.872 0.879 -0.421 0.217
H -0.788 2.276 -0.401 0.216
H -1.613 1.935 0.877 0.217
```

---

Most stable to least stable: run 3, run 2, run 4, run 1

---

Run 1
CH6S | the ωB97M-V functional and the def2-TZVPD basis

The value obtained for the LUMO energy is 0.9 eV. As for the net charge: 0. The value obtained for the HOMO-LUMO gap is 10.671 eV.

```
8
Properties=species:S:1:pos:R:3:nbo_charge:R:1
S -2.152 -1.629 -1.468 -0.291
H -1.416 -0.503 -1.308 0.145
H -2.685 -1.393 -0.239 0.146
C 1.243 0.691 0.576 -0.851
H 1.769 1.490 1.107 0.214
H 0.305 1.102 0.213 0.207
H 1.861 0.305 -0.226 0.216
H 1.074 -0.062 1.345 0.215
```

---

Run 2
CH6S | the ωB97M-V functional and the def2-TZVPD basis

The value obtained for the LUMO energy is 0.9 eV. As for the net charge: 0. The value obtained for the HOMO-LUMO gap is 10.752 eV.

```
8
Properties=species:S:1:pos:R:3:nbo_charge:R:1
S -1.105 -0.983 -0.804 -0.270
H -0.795 -0.681 0.443 0.135
H -2.143 -0.184 -0.749 0.135
C 2.066 1.647 1.315 -0.852
H 2.182 2.352 2.126 0.217
H 1.124 1.108 1.304 0.207
H 2.107 2.208 0.377 0.213
H 2.832 0.882 1.199 0.215
```

---

Most stable to least stable: run 1, run 2

---

Run 1
C6H10N2O | the ωB97M-V functional and the def2-TZVPD basis

The value obtained for the LUMO energy is 0.7 eV. As for the net charge: 0. The value obtained for the HOMO-LUMO gap is 9.391 eV.

```
19
Properties=species:S:1:pos:R:3:nbo_charge:R:1
C 1.550 2.047 -0.131 -0.620
C 0.456 1.149 -0.651 -0.221
C 0.680 -0.107 -1.416 -0.023
N 1.908 -0.768 -0.990 -0.628
C 1.339 -0.948 0.376 -0.200
C 0.079 -0.168 0.002 -0.176
C -1.296 -0.543 0.395 0.638
N -2.026 0.290 1.157 -0.839
H 2.481 1.492 0.039 0.229
H 1.761 2.844 -0.858 0.215
H 1.246 2.519 0.814 0.211
H -0.419 1.692 -1.019 0.213
H 0.201 -0.324 -2.372 0.214
H 2.028 -1.662 -1.454 0.368
H 1.106 -1.997 0.593 0.221
H 1.959 -0.540 1.188 0.192
O -1.564 -1.727 0.754 -0.648
H -2.224 1.195 0.749 0.395
H -2.558 -0.574 1.754 0.457
```

---

Run 2
C6H10N2O | the ωB97M-V functional and the def2-TZVPD basis

The value obtained for the LUMO energy (alpha / beta) is 0.3 / 0.3 eV. As for the net charge: 0. The value obtained for the HOMO-LUMO gap (alpha / beta) is 7.939 / 7.938 eV.

```
19
Properties=species:S:1:pos:R:3:nbo_charge:R:1
C -0.452 2.100 -0.463 -0.664
C 1.489 -1.345 -1.044 -0.675
C -0.713 -0.383 0.384 0.179
C -0.994 0.806 -0.001 0.000
C 1.100 -0.455 0.086 0.044
N -1.260 -1.584 0.701 -0.821
C 1.932 0.153 0.926 -0.453
N -2.792 0.951 0.311 0.132
O -3.554 0.100 -0.073 -0.303
H -2.280 -1.563 0.728 0.398
H -0.846 -2.024 1.515 0.390
H 0.031 2.637 0.358 0.230
H 0.259 1.980 -1.284 0.236
H -1.269 2.733 -0.827 0.236
H 1.165 -0.930 -2.003 0.224
H 2.575 -1.504 -1.090 0.215
H 1.031 -2.334 -0.936 0.229
H 1.583 0.761 1.757 0.204
H 2.995 -0.098 0.956 0.201
```

---

Run 3
C6H10N2O | the ωB97M-V functional and the def2-TZVPD basis

The value obtained for the LUMO energy is 0.7 eV. As for the net charge: 0. The value obtained for the HOMO-LUMO gap is 9.624 eV.

```
19
Properties=species:S:1:pos:R:3:nbo_charge:R:1
C -1.272 0.506 -2.068 -0.638
C -1.866 -0.057 0.319 -0.680
C 1.047 -0.849 0.775 0.630
C -0.822 -0.002 -0.738 0.105
N 2.354 -1.298 0.578 -0.813
C 1.191 1.245 1.775 0.046
C 0.492 -0.215 -0.482 -0.324
N 1.054 1.847 0.778 -0.287
O 0.353 -1.409 1.631 -0.628
H 2.803 -1.668 1.404 0.392
H 2.957 -0.790 -0.048 0.386
H 1.123 1.098 2.827 0.253
H 1.183 -0.168 -1.315 0.204
H -1.873 1.419 -1.929 0.219
H -1.921 -0.238 -2.539 0.220
H -0.438 0.729 -2.740 0.215
H -1.979 0.943 0.747 0.222
H -1.559 -0.728 1.120 0.265
H -2.827 -0.364 -0.093 0.212
```

---

Most stable to least stable: run 3, run 1, run 2